Entry 1:
ORCA calculation (ωB97M-V/def2-TZVPD) on a cluster of 14 separate species, C17H60FO14 in total.

Values from the calculation:
Orbital gap   3.09 eV
HOMO energy   -1.46 eV
E_LUMO   1.633 eV
Charge   -1
Spin multiplicity   1

Each line ends with the Löwdin charge.
Cartesian coordinates (Å):
C: -2.678 -1.311 -5.305  -0.084
C: -1.277 -1.898 -5.167  -0.455
O: -1.079 -2.870 -6.200  -0.072
C: -1.035 -2.482 -3.754  -0.277
C: -0.120 -3.679 -3.662  -0.203
F: -1.007 -4.872 -4.028  -0.283
H: -2.826 -0.537 -4.546  0.055
H: -2.826 -0.866 -6.294  0.065
H: -3.425 -2.097 -5.149  0.074
H: -0.554 -1.080 -5.306  0.124
H: -0.499 -2.494 -6.861  0.069
H: -2.028 -2.625 -3.269  0.095
H: -0.509 -1.712 -3.170  0.087
H: 0.030 -3.875 -2.588  -0.011
C: 1.702 -1.350 -0.233  -0.156
O: 0.696 -2.270 -0.612  -0.116
H: 2.023 -0.834 -1.135  0.072
H: 1.354 -0.616 0.501  0.045
H: 2.574 -1.872 0.183  0.073
H: 0.398 -2.721 0.185  0.045
C: -2.162 -7.440 -4.768  -0.205
O: -3.013 -6.333 -4.914  -0.147
H: -2.728 -8.353 -4.974  0.067
H: -1.306 -7.401 -5.453  0.075
H: -1.762 -7.525 -3.752  0.045
H: -2.453 -5.573 -4.639  0.044
C: 4.088 -3.286 -2.500  -0.145
O: 4.150 -1.882 -2.739  -0.148
H: 3.379 -3.439 -1.689  0.068
H: 3.712 -3.827 -3.370  0.076
H: 5.069 -3.674 -2.205  0.068
H: 4.751 -1.714 -3.468  0.070
C: -3.578 2.970 -3.963  -0.174
O: -2.536 2.096 -4.345  -0.118
H: -4.512 2.472 -4.221  0.078
H: -3.584 3.167 -2.886  0.072
H: -3.541 3.926 -4.496  0.070
H: -1.689 2.491 -4.122  0.077
C: -0.714 1.951 1.953  -0.134
O: -0.252 0.602 1.961  -0.141
H: 0.154 2.571 2.174  0.067
H: -1.096 2.235 0.971  0.089
H: -1.491 2.135 2.700  0.064
H: -0.983 0.028 1.716  0.092
C: 3.528 1.509 2.716  -0.158
O: 2.469 1.257 1.821  -0.125
H: 4.336 1.960 2.141  0.080
H: 3.230 2.213 3.504  0.055
H: 3.911 0.601 3.192  0.080
H: 1.725 0.861 2.291  0.039
C: -2.895 5.279 2.524  -0.157
O: -3.198 3.899 2.563  -0.138
H: -1.988 5.389 1.930  0.078
H: -3.689 5.863 2.048  0.078
H: -2.704 5.699 3.517  0.069
H: -4.004 3.771 3.078  0.042
C: -1.209 -7.524 -0.843  -0.159
O: -0.861 -8.822 -1.313  -0.138
H: -2.106 -7.641 -0.236  0.073
H: -0.419 -7.094 -0.220  0.072
H: -1.423 -6.832 -1.660  0.067
H: -0.099 -8.726 -1.891  0.071
C: -3.997 3.900 5.794  -0.137
O: -5.052 3.841 4.836  -0.129
H: -3.107 4.232 5.266  0.066
H: -4.219 4.610 6.594  0.080
H: -3.790 2.919 6.228  0.083
H: -5.842 3.514 5.274  0.083
C: 3.589 5.135 4.795  -0.159
O: 2.235 4.705 4.736  -0.129
H: 3.697 5.718 5.709  0.071
H: 4.287 4.295 4.837  0.073
H: 3.850 5.769 3.942  0.081
H: 2.118 4.190 3.931  0.061
C: 0.658 -3.594 3.090  -0.156
O: -0.408 -3.842 2.188  -0.116
H: 1.472 -3.170 2.505  0.073
H: 0.383 -2.874 3.867  0.075
H: 1.017 -4.511 3.565  0.076
H: -1.150 -4.217 2.668  0.077
C: 1.265 7.683 6.875  -0.176
O: 0.682 7.724 5.586  -0.122
H: 0.604 8.227 7.548  0.074
H: 1.359 6.655 7.238  0.075
H: 2.249 8.162 6.898  0.073
H: 1.238 7.198 5.001  0.056
C: 4.491 1.575 -3.478  -0.183
O: 3.430 0.750 -3.902  -0.122
H: 4.821 2.145 -4.346  0.073
H: 4.187 2.284 -2.699  0.072
H: 5.343 0.999 -3.099  0.070
H: 3.168 0.182 -3.167  0.051

Entry 2:
ORCA calculation (ωB97M-V/def2-TZVPD) on a cluster of 2 separate species, C3H8N2O in total at a distorted geometry.

Values from the calculation:
Orbital gap   10.01 eV
ΔE to the lowest compared entry with this formula, charge and spin   256.9 kJ/mol
HOMO energy   -9.42 eV
E_LUMO   0.587 eV
Spin multiplicity   1
SMILES   C=NC.NC=O

Each line ends with the natural charge from an NBO analysis.
Cartesian coordinates (Å):
C: -2.584 -0.725 0.432  -0.036
N: -1.466 -0.127 0.276  -0.442
C: -0.880 0.429 1.494  -0.463
H: -3.387 -0.473 -0.260  0.186
H: -2.720 -1.267 1.395  0.140
H: -1.517 1.203 1.876  0.207
H: -0.592 -0.310 2.259  0.193
H: 0.124 0.804 1.275  0.217
N: 0.886 0.645 -1.463  -0.837
C: 1.707 -0.274 -0.898  0.522
O: 2.511 -0.067 -0.010  -0.609
H: -0.082 0.483 -1.686  0.420
H: 1.074 1.613 -1.250  0.389
H: 1.581 -1.331 -1.161  0.114

Entry 3:
ORCA calculation (ωB97M-V/def2-TZVPD) on a structure of composition C14H19AlBrCl2F3NaO6P at a distorted geometry.

Values from the calculation:
Orbital gap   1.74 eV
HOMO energy   -5.88 eV
E_LUMO   -4.132 eV
Spin multiplicity   1

Each line ends with the natural charge from an NBO analysis.
Cartesian coordinates (Å):
O: -3.798 4.054 -3.284  -0.471
C: -3.285 3.472 -2.376  0.575
C: -2.655 4.211 -1.153  -0.848
P: -0.885 3.521 -1.086  0.765
C: 0.850 2.509 -1.297  -0.531
O: 1.919 2.634 -0.194  -0.696
C: 1.746 1.680 0.747  1.166
F: 2.379 2.031 1.841  -0.270
F: 2.240 0.479 0.382  -0.335
F: 0.466 1.507 1.083  -0.332
C: -3.129 1.964 -2.322  -0.127
C: -3.753 1.298 -1.278  -0.175
C: -3.646 -0.080 -1.168  -0.214
C: -2.910 -0.766 -2.110  -0.263
C: -2.277 -0.116 -3.159  -0.271
C: -2.386 1.257 -3.286  -0.230
H: -2.668 5.289 -1.269  0.243
H: -3.268 3.968 -0.287  0.240
H: -0.805 3.579 -2.505  0.098
H: -1.340 2.399 -0.379  -0.045
H: -0.275 4.540 -0.325  -0.001
H: 0.596 1.464 -1.444  0.164
H: 1.285 2.880 -2.234  0.246
H: -4.297 1.861 -0.543  0.233
H: -4.157 -0.575 -0.366  0.226
H: -2.827 -1.842 -2.021  0.201
H: -1.702 -0.678 -3.878  0.214
H: -1.851 1.780 -4.118  0.294
Na: -0.203 -0.254 0.069  0.942
O: -0.142 -1.842 3.076  -0.686
H: 0.791 -1.713 3.285  0.445
Cl: -6.234 0.844 -2.164  -0.825
C: 2.003 -5.426 2.778  -0.631
C: 2.965 -4.375 2.287  0.068
C: 4.404 -4.570 2.707  -0.097
O: 4.902 -3.220 2.687  -0.482
C: 3.858 -2.400 2.928  0.972
O: 3.941 -1.234 3.148  -0.587
O: 2.688 -3.086 2.878  -0.519
H: 0.976 -5.136 2.558  0.237
H: 2.207 -6.382 2.298  0.231
H: 2.079 -5.548 3.858  0.224
H: 2.883 -4.267 1.202  0.182
H: 4.970 -5.199 2.026  0.214
H: 4.499 -4.957 3.723  0.194
Al: 3.547 2.412 -1.352  0.955
Br: 0.517 -0.831 4.927  0.179
Cl: -0.217 2.863 -4.890  -0.875

Entry 4:
ORCA calculation (ωB97M-V/def2-TZVPD) on a structure of composition C20H17Cl3IrN4O13S7 at a distorted geometry.

Values from the calculation:
Orbital gap (spin up / spin down)   5.51 / 5.46 eV
ΔE to the lowest compared entry with this formula, charge and spin   128.1 kJ/mol
HOMO energy (spin up / spin down)   -2.85 / -2.80 eV
E_LUMO (spin up / spin down)   2.657 / 2.657 eV
Charge   -2
Spin multiplicity   2
⟨S²⟩   0.75

Each line ends with the Mulliken spin population.
Cartesian coordinates (Å):
Ir: -0.024 0.057 0.434  0.873
C: 1.462 0.019 4.864  0.000
S: 1.642 1.028 3.404  0.002
O: 3.060 1.163 3.146  0.000
O: 0.952 2.267 3.744  -0.001
O: 0.921 0.268 2.362  0.013
H: 1.586 0.693 5.709  0.000
H: 2.233 -0.746 4.878  0.000
H: 0.468 -0.429 4.865  0.000
N: -2.007 2.643 2.886  -0.001
C: -1.867 1.566 2.084  -0.015
N: -1.004 1.773 1.115  0.104
C: -0.492 3.045 1.335  -0.018
C: 0.484 3.739 0.632  -0.002
C: 0.791 5.012 1.071  0.003
C: 0.136 5.583 2.173  0.000
C: -0.837 4.896 2.873  0.000
C: -1.132 3.614 2.435  0.002
H: -2.485 2.635 3.768  0.000
H: -2.393 0.637 2.242  -0.006
H: 0.987 3.270 -0.204  -0.009
H: 1.562 5.579 0.565  0.000
H: 0.415 6.579 2.493  0.000
H: -1.322 5.326 3.740  0.000
Cl: 1.211 -1.774 -0.413  0.002
C: 4.620 -2.526 0.789  0.000
S: 4.594 -3.473 2.333  0.000
C: 3.298 -4.606 2.010  0.000
C: 1.990 -4.353 2.236  0.000
S: 1.400 -2.872 2.922  0.000
S: 0.872 -5.641 1.877  0.000
C: 2.052 -6.800 1.368  0.000
S: 1.651 -8.332 0.889  0.000
S: 3.660 -6.206 1.419  0.000
H: 5.445 -1.820 0.877  0.000
H: 3.688 -1.978 0.669  0.000
H: 4.794 -3.189 -0.056  0.000
O: -0.161 -3.349 3.034  0.001
S: -1.551 -2.460 2.773  0.016
O: -2.494 -3.547 2.749  0.005
O: -1.353 -1.790 1.509  0.009
O: -1.603 -1.577 3.917  0.000
O: 0.567 1.038 -1.912  0.023
C: -0.375 0.288 -2.187  -0.012
O: -1.136 -0.269 -1.331  0.010
C: -0.694 -0.009 -3.628  -0.002
C: -1.297 -1.213 -3.975  -0.002
C: -1.580 -1.451 -5.310  0.000
C: -1.309 -0.540 -6.313  0.001
C: -0.716 0.645 -5.923  0.000
C: -0.389 0.925 -4.607  0.006
N: -0.424 1.647 -6.964  0.000
O: -0.698 1.364 -8.116  0.000
O: 0.070 2.699 -6.615  0.000
N: -2.208 -2.729 -5.699  0.000
O: -2.480 -2.887 -6.877  0.000
O: -2.418 -3.543 -4.829  0.000
H: -1.533 -1.935 -3.206  0.000
H: -1.549 -0.744 -7.343  0.000
H: 0.103 1.847 -4.332  0.001
Cl: -3.850 3.646 -0.106  0.000
C: -3.344 2.185 -0.988  -0.002
Cl: -4.053 0.714 -0.337  0.000
H: -2.267 2.098 -0.903  0.000
H: -3.668 2.299 -2.016  0.000

Entry 5:
ORCA calculation (ωB97M-V/def2-TZVPD) on an isolated molecule of C6H13NO at a distorted geometry.

Values from the calculation:
Orbital gap   9.26 eV
ΔE to the lowest compared entry with this formula, charge and spin   188.7 kJ/mol
HOMO energy   -8.45 eV
E_LUMO   0.810 eV
Spin multiplicity   1
SMILES   CCNCCCC=O

Each line ends with the natural charge from an NBO analysis.
Cartesian coordinates (Å):
C: 2.289 1.213 1.733  -0.615
C: 1.579 -0.139 1.508  -0.208
N: 0.714 0.012 0.322  -0.656
C: -0.366 -1.011 0.254  -0.231
C: -0.725 -1.205 -1.234  -0.396
C: -1.948 -0.347 -1.610  -0.525
C: -1.845 1.128 -1.740  0.445
O: -1.485 1.894 -0.873  -0.531
H: 3.275 1.186 1.292  0.206
H: 2.406 1.399 2.816  0.208
H: 1.800 2.020 1.205  0.209
H: 2.322 -0.920 1.348  0.185
H: 0.984 -0.377 2.397  0.156
H: 0.302 0.927 0.197  0.380
H: -0.043 -1.988 0.674  0.191
H: -1.138 -0.764 0.984  0.179
H: -0.941 -2.226 -1.460  0.209
H: 0.204 -0.969 -1.799  0.230
H: -2.729 -0.635 -0.882  0.240
H: -2.364 -0.764 -2.529  0.214
H: -2.289 1.565 -2.603  0.112

Entry 6:
ORCA calculation (ωB97M-V/def2-TZVPD) on a structure of composition C9H16ORhS4.

Values from the calculation:
Orbital gap (spin up / spin down)   9.81 / 6.30 eV
HOMO energy (spin up / spin down)   -19.61 / -21.13 eV
E_LUMO (spin up / spin down)   -9.801 / -14.827 eV
Charge   +3
Spin multiplicity   5
⟨S²⟩   6.02

Each line ends with the Mulliken spin population.
Cartesian coordinates (Å):
Rh: 0.008 -1.343 -1.084  2.401
C: -1.368 1.737 -0.863  -0.004
C: -2.642 0.916 -0.995  0.007
S: -2.424 -0.851 -0.668  0.381
C: -2.644 -1.123 1.106  0.005
C: -1.450 -0.733 1.962  -0.005
S: 0.044 -1.593 1.384  0.352
C: 1.366 -0.452 1.883  -0.003
C: 2.640 -0.762 1.109  0.006
S: 2.429 -0.790 -0.689  0.385
C: 2.647 0.891 -1.315  0.008
C: 1.434 1.793 -1.155  -0.006
S: -0.044 1.024 -1.880  0.349
H: -1.008 1.796 0.163  0.001
H: -1.542 2.752 -1.229  0.018
H: -3.057 0.955 -2.004  0.002
H: -3.405 1.294 -0.311  0.009
H: -2.878 -2.187 1.182  -0.003
H: -3.535 -0.575 1.421  0.012
H: -1.620 -1.043 2.996  0.018
H: -1.250 0.338 1.954  -0.004
H: 1.538 -0.597 2.952  0.018
H: 1.010 0.566 1.724  0.000
H: 3.038 -1.750 1.348  0.001
H: 3.416 -0.031 1.348  0.009
H: 2.923 0.750 -2.362  -0.002
H: 3.512 1.326 -0.808  0.012
H: 1.599 2.729 -1.694  0.019
H: 1.217 2.031 -0.115  -0.004
O: 0.027 -3.986 -3.002  0.044
C: 0.020 -3.081 -2.359  -0.028

- Which formula does entry 3 have?
  C14H19AlBrCl2F3NaO6P